(1)
Molecular formula: C48H42BN6O3PRbS
Method: DFT, wB97M-V/def2-TZVPD

Geometry as XYZ:
```
103
Properties=species:S:1:pos:R:3:forces:R:3
Rb 0.42129 -1.07267 0.17678 -0.99 0.39 0.47
C -2.24128 -2.98472 5.59267 -0.01 0.04 -0.01
C -1.50591 -3.21260 4.31232 0.02 -0.07 0.06
C -0.95097 -4.39018 3.86867 0.00 0.03 -0.06
C -0.38703 -4.07562 2.61627 -0.08 0.09 0.17
N -0.58439 -2.79213 2.33741 0.07 -0.03 -0.10
N -1.26773 -2.26269 3.37416 -0.04 -0.05 0.05
B -1.79174 -0.80520 3.43477 0.00 0.02 0.07
N -2.77510 -0.48891 2.28305 -0.09 0.01 -0.02
N -2.45267 -0.54262 0.97533 0.18 -0.05 -0.13
C -3.55625 -0.27031 0.29264 -0.05 0.03 0.24
C -4.62646 -0.02477 1.17664 0.05 -0.02 -0.04
C -4.08711 -0.17978 2.43202 -0.05 0.03 -0.01
C -4.78602 -0.04911 3.74519 0.02 -0.01 0.04
C -3.59367 -0.27894 -1.17538 0.01 0.01 -0.13
C -2.58289 -0.86947 -1.93354 0.04 0.01 -0.14
C -2.65719 -0.90633 -3.31660 0.01 0.03 0.01
C -3.75104 -0.36024 -3.97348 0.03 -0.03 -0.05
C -4.75911 0.23869 -3.23414 -0.02 0.02 0.00
C -4.67776 0.28317 -1.85102 0.03 -0.03 0.05
N -0.67190 0.26119 3.58892 -0.04 0.07 0.02
N 0.26686 0.50692 2.65506 0.02 -0.12 -0.18
C 1.01797 1.50274 3.10684 -0.13 -0.13 0.10
C 0.56109 1.91899 4.37078 -0.03 0.07 -0.07
C -0.52241 1.10934 4.63557 0.10 -0.01 0.10
C -1.38801 1.12242 5.85255 -0.03 -0.04 0.00
C 2.12411 2.03086 2.29711 0.11 0.03 -0.04
C 2.79321 1.21864 1.38119 0.09 0.05 -0.05
C 3.78989 1.73883 0.56944 0.00 -0.04 0.00
C 4.14155 3.07823 0.66400 0.01 0.01 -0.03
C 3.49916 3.88927 1.58789 0.03 0.02 0.01
C 2.50078 3.37043 2.39791 -0.07 -0.06 0.03
C 0.33006 -4.98165 1.70337 0.07 -0.06 -0.10
C 0.80583 -4.54976 0.46694 0.02 -0.03 0.01
C 1.50014 -5.39794 -0.37919 -0.01 0.02 0.01
C 1.71945 -6.71674 -0.00820 0.01 -0.01 -0.02
C 1.24183 -7.16933 1.21364 0.01 -0.04 0.00
C 0.55982 -6.31115 2.06162 -0.01 0.07 0.00
H -2.26179 -3.91223 6.16414 0.01 -0.01 -0.02
H -1.76098 -2.21979 6.20376 -0.01 0.01 0.01
H -3.27047 -2.66865 5.41820 0.00 0.01 0.01
H -0.96492 -5.33432 4.38572 -0.01 -0.01 0.00
H -2.43323 -0.73228 4.43659 -0.03 0.00 0.06
H -5.65223 0.20458 0.94342 -0.02 0.00 0.00
H -5.82802 0.21893 3.57302 0.00 0.00 -0.03
H -4.76232 -0.98191 4.31001 0.00 0.01 0.01
H -4.33459 0.72370 4.36843 0.00 -0.01 0.01
H -1.72401 -1.31576 -1.45573 -0.11 -0.04 0.07
H -1.84610 -1.35409 -3.87776 0.00 0.00 -0.02
H -3.80467 -0.38990 -5.05447 0.00 0.00 0.00
H -5.61336 0.67974 -3.73396 0.00 0.00 -0.01
H -5.46523 0.76389 -1.28469 -0.01 0.00 0.01
H 0.97138 2.68031 5.01295 -0.01 0.02 0.00
H -1.00739 1.86115 6.55715 0.02 0.01 -0.02
H -2.41938 1.38255 5.61087 -0.01 -0.01 0.01
H -1.40257 0.15240 6.34949 -0.01 0.00 0.01
H 2.55907 0.16691 1.29850 0.04 0.02 0.10
H 4.28707 1.08509 -0.13640 0.01 0.01 -0.01
H 4.91025 3.48482 0.01845 0.00 0.00 0.00
H 3.76426 4.93657 1.66925 0.00 0.00 -0.01
H 1.98192 4.01327 3.09931 0.00 0.01 0.00
H 0.63950 -3.53357 0.15647 0.03 -0.16 0.00
H 1.87983 -5.01488 -1.31837 0.00 0.00 0.00
H 2.26276 -7.38448 -0.66479 0.00 0.00 0.00
H 1.40724 -8.19736 1.51326 0.00 0.00 0.00
H 0.20412 -6.67763 3.01583 0.00 0.00 0.01
O 3.56802 -2.80318 -2.52515 0.00 -0.06 -0.02
S 2.74630 -1.75281 -1.97233 -0.06 0.52 -0.16
O 2.84285 -1.59870 -0.51969 0.67 -0.19 -0.19
O 1.35276 -1.75901 -2.42199 0.13 0.00 -0.14
C 3.46370 -0.19721 -2.57765 0.00 -0.20 0.01
C 4.81548 -0.27530 -2.88796 0.16 -0.11 -0.01
C 5.54124 0.84706 -3.24873 -0.01 -0.01 0.00
C 4.90378 2.07498 -3.30692 -0.08 -0.01 0.03
C 3.54984 2.15466 -3.01922 0.09 -0.03 0.00
C 2.80025 1.03384 -2.65472 -0.08 0.23 -0.07
P 0.99563 1.24625 -2.28648 0.01 -0.33 0.19
C 0.28708 1.16145 -3.97107 0.00 -0.06 -0.01
C -0.89967 1.83751 -4.25100 -0.04 -0.02 -0.03
C -1.50928 1.71621 -5.48953 -0.01 0.03 -0.01
C -0.95668 0.89633 -6.46242 0.00 0.00 0.00
C 0.20758 0.19552 -6.18228 0.01 -0.02 0.00
C 0.82709 0.32617 -4.94745 -0.01 0.02 -0.01
C 0.80889 3.02966 -1.90008 -0.02 0.07 -0.04
C 0.82806 4.06254 -2.84139 0.03 -0.01 0.07
C 0.61678 5.37504 -2.45317 0.01 -0.01 -0.06
C 0.37399 5.67486 -1.11869 -0.02 0.04 0.02
C 0.33230 4.65894 -0.17879 -0.02 0.03 0.08
C 0.53668 3.34320 -0.56857 0.09 -0.11 -0.13
H 5.29019 -1.24598 -2.83306 0.00 0.01 0.00
H 6.59582 0.75858 -3.47792 0.00 0.00 0.00
H 5.44917 2.97042 -3.57786 0.01 0.01 0.00
H 3.07196 3.12173 -3.06161 -0.02 0.03 -0.01
H -1.36140 2.45988 -3.49337 0.01 -0.01 0.01
H -2.43030 2.25178 -5.68453 0.00 0.00 -0.01
H -1.43558 0.79612 -7.42876 0.00 0.00 0.00
H 0.64005 -0.46170 -6.92643 0.00 0.00 -0.01
H 1.72580 -0.23909 -4.74020 0.01 0.00 0.01
H 0.99303 3.83072 -3.88680 0.02 0.01 0.00
H 0.63579 6.16613 -3.19284 0.00 0.00 -0.01
H 0.20452 6.70114 -0.81715 0.00 0.01 0.01
H 0.13203 4.88134 0.86168 0.00 0.00 0.00
H 0.48368 2.54701 0.16631 0.01 0.05 -0.02
```
Positions in Å, forces in eV/Å.

Computed properties:
* HOMO energy: -5.584 eV
* net charge: -1
* energy relative to the best compared isomer or geometry (same formula, charge and spin): 3.4 kcal/mol
* max |F|: 1.16 eV Å⁻¹
* frontier orbital gap: 7.856 eV

Atomic partial charges in e from the Mulliken method, atoms 1 to 99:
1 Rb 1.177
2 C -1.283
3 C 0.678
4 C -1.279
5 C 0.608
6 N 0.293
7 N 0.587
8 B -1.247
9 N 0.432
10 N 0.309
11 C 0.035
12 C -1.528
13 C 0.860
14 C -1.277
15 C 0.631
16 C 0.249
17 C -0.824
18 C -0.357
19 C -0.898
20 C -0.569
21 N 0.637
22 N 0.413
23 C -0.136
24 C -1.754
25 C 1.031
26 C -1.204
27 C 0.513
28 C -0.448
29 C -0.572
30 C -0.518
31 C -0.639
32 C -0.729
33 C 0.299
34 C 0.750
35 C -0.785
36 C -0.418
37 C -0.675
38 C -0.668
39 H 0.354
40 H 0.156
41 H 0.176
42 H 0.403
43 H -0.267
44 H 0.411
45 H 0.358
46 H 0.175
47 H 0.147
48 H 0.363
49 H 0.401
50 H 0.493
51 H 0.376
52 H 0.309
53 H 0.513
54 H 0.362
55 H 0.135
56 H 0.143
57 H 0.923
58 H 0.568
59 H 0.404
60 H 0.385
61 H 0.370
62 H -0.552
63 H 0.440
64 H 0.412
65 H 0.340
66 H 0.291
67 O -0.778
68 S 1.512
69 O -0.653
70 O -0.503
71 C 0.253
72 C -0.612
73 C -0.786
74 C -0.698
75 C -0.553
76 C 0.025
77 P 1.292
78 C 0.202
79 C -0.216
80 C -0.860
81 C -0.508
82 C -0.699
83 C -0.550
84 C -0.073
85 C -0.088
86 C -0.770
87 C -0.662
88 C -0.389
89 C -0.949
90 H 0.529
91 H 0.374
92 H 0.437
93 H 0.241
94 H 0.511
95 H 0.375
96 H 0.371
97 H 0.443
98 H 0.233
99 H 0.523


(2)
Molecular formula: C40H35AuN2O3P
Method: DFT, wB97M-V/def2-TZVPD

Geometry as XYZ:
```
82
Properties=species:S:1:pos:R:3:forces:R:3
Au -0.39818 -0.10838 -0.06196 0.11 0.26 -0.06
O 3.97952 0.11218 1.14802 -0.13 0.15 -0.03
C 3.07131 0.02526 1.91221 0.49 -0.04 0.21
O 1.77631 0.28366 1.50398 -0.43 -0.61 -0.12
C 3.08403 -0.29373 3.35159 -0.09 -0.02 -0.21
C 4.20560 -0.39937 4.15667 0.05 -0.03 0.01
C 4.01106 -0.62617 5.50949 -0.04 0.00 -0.03
C 2.72095 -0.72653 6.03136 0.01 0.01 -0.04
C 1.60779 -0.63113 5.20840 0.05 0.01 -0.02
C 1.80521 -0.42725 3.84815 -0.45 -0.05 0.40
P 0.54029 -0.15925 2.55544 0.85 0.90 0.76
C -0.17116 1.43655 3.00306 -0.11 -0.04 -0.14
C 0.55475 2.60141 2.74797 -0.03 -0.03 -0.04
C 0.08748 3.82217 3.20316 0.00 0.00 0.00
C -1.10044 3.89379 3.91902 0.00 -0.02 0.00
C -1.82145 2.73823 4.17883 0.00 0.03 0.01
C -1.36147 1.51125 3.72546 -0.01 -0.03 0.03
C -0.66748 -1.45458 2.91552 0.16 -0.20 -0.71
C -0.25521 -2.60751 3.57805 0.03 0.00 0.01
C -1.17714 -3.61053 3.84403 0.01 -0.02 -0.01
C -2.48980 -3.47883 3.42639 -0.01 0.01 0.00
C -2.89273 -2.34676 2.72214 -0.01 -0.01 0.08
C -1.98230 -1.35132 2.44151 -0.04 0.09 0.22
H 5.19229 -0.28972 3.72783 0.02 -0.02 0.01
H 4.86245 -0.71590 6.16931 0.02 0.02 0.02
H 2.58570 -0.87576 7.09385 0.01 -0.02 0.02
H 0.61140 -0.70295 5.62478 -0.02 -0.03 0.00
H 1.48134 2.55794 2.19299 0.03 0.00 -0.03
H 0.65716 4.71922 3.00171 0.01 0.02 0.01
H -1.45625 4.84759 4.28439 -0.01 0.02 -0.01
H -2.74126 2.78596 4.74556 -0.01 0.00 0.00
H -1.92819 0.61911 3.95230 0.02 0.02 0.01
H 0.77378 -2.73829 3.88183 0.01 -0.01 -0.02
H -0.85688 -4.50127 4.36679 0.00 -0.01 0.00
H -3.20339 -4.26423 3.63608 -0.01 -0.02 -0.01
H -3.91264 -2.25302 2.37523 -0.01 0.00 0.00
H -2.29725 -0.49042 1.86667 0.01 -0.02 -0.05
O -3.12219 0.19265 -1.06268 -0.17 0.08 -0.09
C -3.08343 1.39850 -1.82310 -0.09 -0.05 0.02
C -3.31060 2.54171 -0.85453 -0.02 -0.02 -0.11
C -2.28416 2.56601 0.28023 -0.05 0.23 0.17
C -0.90244 2.89754 -0.19003 -0.06 0.10 -0.02
C -0.51908 4.22418 -0.36416 -0.04 0.01 -0.06
C 0.75417 4.52955 -0.79749 0.03 -0.04 -0.02
C 1.63582 3.48992 -1.07017 -0.06 0.00 0.01
C 1.19682 2.19805 -0.89400 0.07 0.08 -0.03
N -0.04216 1.90657 -0.45520 0.13 -0.14 0.17
H -3.17281 -0.56834 -1.65095 0.10 -0.01 0.03
H -3.86338 1.40514 -2.58901 0.02 -0.01 0.01
H -2.11476 1.50529 -2.32831 -0.02 -0.02 0.00
H -4.30597 2.44147 -0.41851 0.00 -0.01 -0.01
H -3.28809 3.48910 -1.40002 0.00 -0.02 -0.01
H -2.28714 1.60812 0.79808 0.04 -0.03 0.00
H -2.57908 3.32924 1.00350 -0.01 -0.03 0.04
H -1.23584 5.00480 -0.14750 0.01 0.01 0.02
H 1.06004 5.55954 -0.92261 0.00 0.01 0.00
H 2.64612 3.66879 -1.40619 0.01 0.02 -0.03
H 1.84592 1.35674 -1.09206 0.00 -0.02 0.06
N -0.73436 -2.00345 -0.01422 -0.82 -0.44 -0.95
C -0.28565 -3.17320 -0.07419 0.48 0.21 0.66
C -1.09377 -4.23984 -0.74186 -0.03 -0.06 0.15
C -2.47711 -4.25277 -0.60174 -0.05 -0.04 -0.02
C -3.23481 -5.21415 -1.25051 0.02 0.00 -0.01
C -2.61428 -6.15909 -2.05854 -0.01 0.00 0.01
C -1.23539 -6.14462 -2.20628 0.01 0.00 0.01
C -0.47390 -5.19463 -1.54011 -0.02 -0.04 0.01
C 1.01163 -3.58998 0.56841 0.05 0.03 -0.30
C 2.12908 -2.76424 0.48272 0.03 -0.01 0.02
C 3.31940 -3.11892 1.10197 0.00 -0.04 0.05
C 3.39551 -4.30106 1.82926 -0.02 0.03 -0.01
C 2.28457 -5.12747 1.91939 -0.03 -0.01 0.01
C 1.10260 -4.78128 1.27820 -0.01 -0.04 0.11
H -2.94431 -3.50669 0.02855 0.00 0.04 -0.03
H -4.30981 -5.22944 -1.12828 -0.02 -0.01 0.00
H -3.20521 -6.90862 -2.56722 -0.01 -0.01 -0.02
H -0.74962 -6.87759 -2.83600 0.00 -0.01 -0.02
H 0.60391 -5.18858 -1.64888 0.00 -0.01 0.01
H 2.06365 -1.85262 -0.09820 0.02 0.02 -0.03
H 4.19006 -2.48319 1.00582 0.01 -0.01 -0.03
H 4.32343 -4.58610 2.30668 0.02 0.00 0.02
H 2.34185 -6.05070 2.48098 0.00 -0.02 0.00
H 0.23715 -5.42956 1.34695 0.01 -0.02 -0.04
```
Positions in Å, forces in eV/Å.

Computed properties:
* HOMO energy (alpha / beta): -9.769 / -9.771 eV
* net charge: +1
* energy relative to the best compared isomer or geometry (same formula, charge and spin): 29.3 kcal/mol
* max |F|: 1.45 eV Å⁻¹
* frontier orbital gap (alpha / beta): 6.160 / 6.161 eV

The Mulliken scheme yields these atomic charges, measured in e:
1 Au 0.239
2 O -0.603
3 C 0.090
4 O -0.189
5 C 0.337
6 C -0.667
7 C -0.689
8 C -0.784
9 C -0.340
10 C -0.306
11 P 2.666
12 C 1.724
13 C -0.787
14 C -0.683
15 C -0.698
16 C -0.816
17 C -0.567
18 C 0.929
19 C -1.447
20 C -0.804
21 C -0.670
22 C -0.980
23 C -0.175
24 H 0.542
25 H 0.446
26 H 0.479
27 H 0.530
28 H 0.290
29 H 0.486
30 H 0.436
31 H 0.476
32 H 0.439
33 H 0.497
34 H 0.461
35 H 0.440
36 H 0.471
37 H -0.002
38 O -0.434
39 C -0.541
40 C -0.988
41 C -0.597
42 C 0.916
43 C -0.627
44 C -0.540
45 C -0.689
46 C -0.225
47 N 0.158
48 H 0.276
49 H 0.479
50 H 0.274
51 H 0.459
52 H 0.387
53 H -0.350
54 H 0.564
55 H 0.521
56 H 0.464
57 H 0.502
58 H 0.368
59 N -0.288
60 C -0.300
61 C 0.200
62 C -0.264
63 C -0.820
64 C -0.446
65 C -0.798
66 C -0.139
67 C 0.615
68 C -0.203
69 C -0.744
70 C -0.647
71 C -0.972
72 C -0.093
73 H 0.366
74 H 0.421
75 H 0.398
76 H 0.405
77 H 0.478
78 H 0.655
79 H 0.536
80 H 0.464
81 H 0.428
82 H 0.600